Computed, not measured: a molecular structure, C26H37Cl2InN7O3, with ωB97M-V with the def2-TZVPD basis set.

Calculated values
* highest occupied orbital energy: -10.23 eV
* net charge: +1
* Kohn-Sham gap: 7.66 eV
* LUMO level: -0.094 Ha
* relative energy (zero: lowest compared OMol25 entry of this formula, charge and spin): 0.0 kJ/mol

Atoms and positions in Å:
1 In -0.3852 -0.1792 0.3148
2 N -1.1566 3.5822 2.3957
3 C -0.9807 2.3169 1.9974
4 O -0.0504 2.0177 1.2402
5 C -1.9281 1.2759 2.5643
6 C -2.0043 -0.0113 1.7479
7 H -0.5240 4.2948 2.0706
8 H -1.9174 3.8403 2.9989
9 H -2.9076 1.7378 2.7103
10 H -1.5464 1.0710 3.5697
11 H -2.9202 -0.0232 1.1576
12 H -2.0316 -0.8814 2.4019
13 C -0.7289 -3.0252 -4.4264
14 N -0.2158 -2.2800 -3.2874
15 C 1.2264 -2.1093 -3.2399
16 C -0.9817 -1.9780 -2.2127
17 N -0.5117 -1.9922 -0.9694
18 C 0.3525 -3.0304 -0.5553
19 C 0.2296 -4.3333 -1.0342
20 C 1.0275 -5.3528 -0.5420
21 C 1.9354 -5.0886 0.4723
22 C 2.0448 -3.8043 0.9794
23 C 1.2815 -2.7607 0.4608
24 N 1.3308 -1.4522 0.9838
25 C 2.4688 -0.9193 1.4028
26 N 3.6773 -1.2157 0.8780
27 C 4.8907 -1.2304 1.6782
28 C 3.8257 -1.6836 -0.4878
29 N 2.4319 -0.0084 2.4044
30 C 3.2935 1.1622 2.4297
31 C 1.4153 -0.0576 3.4376
32 N -2.2575 -1.6133 -2.4399
33 C -3.2680 -1.6982 -1.3974
34 C -2.6638 -0.8993 -3.6397
35 H -0.1297 -3.9297 -4.5553
36 H -0.6755 -2.4415 -5.3474
37 H -1.7603 -3.3182 -4.2501
38 H 1.7397 -3.0340 -2.9621
39 H 1.4682 -1.3249 -2.5262
40 H 1.5666 -1.7983 -4.2283
41 H -0.5170 -4.5503 -1.7895
42 H 0.9184 -6.3568 -0.9294
43 H 2.5415 -5.8838 0.8848
44 H 2.7296 -3.6002 1.7942
45 H 4.6498 -1.1240 2.7321
46 H 5.5783 -0.4336 1.3857
47 H 5.3944 -2.1885 1.5336
48 H 2.9658 -1.3668 -1.0687
49 H 3.9270 -2.7704 -0.5363
50 H 4.7165 -1.2232 -0.9159
51 H 3.8542 1.2324 1.5026
52 H 3.9829 1.1393 3.2770
53 H 2.6663 2.0524 2.5118
54 H 0.8417 -0.9762 3.3504
55 H 0.7429 0.7980 3.3608
56 H 1.8941 -0.0251 4.4190
57 H -2.9186 -2.3458 -0.5987
58 H -4.1811 -2.1159 -1.8244
59 H -3.4890 -0.7086 -0.9947
60 H -1.7883 -0.5929 -4.2060
61 H -3.2170 -0.0084 -3.3391
62 H -3.3076 -1.5094 -4.2763
63 Cl 1.5075 5.8095 -3.7657
64 C 1.3464 4.2946 -2.9422
65 C 2.4992 3.6150 -2.5264
66 C 2.3974 2.4152 -1.8745
67 Cl 3.8462 1.6003 -1.3878
68 C 1.1475 1.7972 -1.5795
69 O 1.1140 0.6564 -0.9828
70 C 0.0018 2.5204 -2.0200
71 C -1.3319 2.0388 -1.8247
72 O -1.6880 1.0260 -1.2174
73 C 0.1199 3.7516 -2.6979
74 H 3.4745 4.0390 -2.7229
75 H -2.1210 2.6602 -2.2778
76 H -0.7768 4.2652 -3.0227

Forces on the atoms, in the same order (eV/Å):
In 0.059 0.015 0.083
N -0.004 -0.001 -0.009
C -0.017 0.003 0.016
O 0.020 0.011 -0.002
C -0.006 -0.009 -0.027
C 0.010 0.020 -0.015
H 0.003 -0.002 0.003
H 0.001 -0.003 0.004
H 0.002 0.009 -0.003
H 0.001 -0.002 0.009
H -0.008 -0.012 0.016
H 0.003 -0.005 -0.006
C 0.006 0.014 0.008
N 0.006 -0.027 0.003
C -0.007 -0.003 0.002
C 0.009 0.026 -0.019
N -0.043 -0.021 -0.026
C 0.022 0.017 0.025
C 0.002 0.015 0.004
C -0.019 -0.022 -0.027
C 0.027 0.008 0.037
C -0.026 0.001 -0.020
C 0.002 -0.042 -0.031
N -0.015 0.039 0.028
C 0.007 -0.017 -0.006
N -0.018 0.016 -0.008
C 0.011 -0.001 0.005
C 0.000 0.000 -0.018
N -0.015 0.005 0.007
C -0.002 -0.012 -0.001
C -0.004 0.004 0.007
N -0.008 0.005 0.024
C -0.002 -0.020 -0.016
C 0.006 -0.021 0.010
H -0.003 -0.002 -0.002
H 0.000 -0.002 -0.002
H 0.004 -0.006 -0.003
H 0.000 -0.001 -0.001
H 0.005 0.007 0.003
H 0.001 -0.003 -0.002
H 0.001 -0.006 -0.001
H -0.003 0.003 -0.002
H -0.001 0.001 -0.002
H 0.000 -0.004 0.001
H -0.001 0.004 0.002
H -0.003 0.000 -0.005
H -0.002 -0.001 0.000
H 0.000 0.003 -0.003
H 0.002 0.001 0.003
H 0.004 0.005 0.011
H 0.004 -0.004 -0.007
H 0.003 0.002 -0.001
H 0.000 0.003 0.002
H 0.000 0.000 0.001
H 0.003 -0.002 -0.006
H 0.007 -0.002 -0.001
H 0.001 0.001 0.006
H 0.000 0.004 -0.004
H 0.007 0.005 0.001
H -0.004 0.008 0.000
H -0.003 0.004 -0.006
H -0.006 0.005 0.001
Cl -0.004 0.016 -0.009
C 0.041 -0.006 0.005
C -0.029 -0.002 0.002
C -0.018 -0.011 -0.011
Cl 0.026 -0.015 0.016
C -0.018 0.057 0.014
O -0.040 0.025 -0.046
C 0.042 -0.046 -0.003
C 0.003 0.070 -0.007
O -0.018 -0.102 -0.007
C -0.005 -0.004 0.007
H 0.003 -0.004 0.003
H -0.003 0.009 -0.004
H 0.001 0.001 0.000

=====

Computed, not measured: a molecular structure, C26H37F4N7S2Tc at a distorted geometry, with ωB97M-V with the def2-TZVPD basis set.

Calculated values
* ⟨S²⟩: 1.206
* spin multiplicity: 2
* highest occupied orbital energy (alpha / beta): -13.38 / -12.27 eV
* net charge: +2
* Kohn-Sham gap (alpha / beta): 6.60 / 5.39 eV
* LUMO level (alpha / beta): -0.249 / -0.253 Ha
* relative energy (zero: lowest compared OMol25 entry of this formula, charge and spin): 203.4 kJ/mol

Atoms and positions in Å:
1 Tc -0.2896 0.3550 0.0320
2 C 4.4038 -3.0197 -1.5463
3 S 4.4472 -1.2191 -1.7665
4 C 2.9394 -0.7228 -1.0149
5 S 2.2625 -1.6450 0.3047
6 N 2.4827 0.4292 -1.4002
7 N 1.3840 1.0238 -1.0647
8 C 1.2886 2.3095 -1.4446
9 C 0.0579 2.9508 -1.2665
10 C -0.1953 4.3000 -1.5896
11 C -1.4547 4.8071 -1.3946
12 C -2.4607 3.9628 -0.9075
13 C -2.1395 2.6605 -0.5914
14 N -0.9224 2.1455 -0.7578
15 H 5.3764 -3.3861 -1.8623
16 H 3.6283 -3.4410 -2.1818
17 H 4.2340 -3.2759 -0.5030
18 H 2.1394 2.7896 -1.9039
19 H 0.6115 4.9112 -1.9638
20 H -1.6777 5.8359 -1.6201
21 H -3.4692 4.3167 -0.7775
22 H -2.8953 1.9950 -0.1908
23 C 0.1891 -1.1046 -3.3264
24 C -0.3673 -1.8692 -2.1313
25 N -1.2961 -1.0808 -1.2845
26 C -2.3525 -0.4578 -2.1245
27 C -3.2055 -1.4178 -2.9532
28 C -1.9473 -1.9866 -0.2983
29 C -1.0511 -2.2950 0.9036
30 N -0.5402 -1.0280 1.3783
31 C -0.2922 -0.7549 2.6818
32 C 0.1558 0.5468 2.9970
33 F 0.3856 1.3835 1.9075
34 C 0.3503 1.0147 4.2813
35 F 0.7461 2.2721 4.4708
36 C 0.1671 0.1656 5.3590
37 C -0.1945 -1.1466 5.0920
38 F -0.3202 -2.0000 6.1016
39 C -0.4171 -1.6090 3.8001
40 F -0.7332 -2.9042 3.6277
41 H 0.9989 -1.6779 -3.7708
42 H 0.5740 -0.1280 -3.0417
43 H -0.5673 -0.9646 -4.0918
44 H 0.4588 -2.1934 -1.4920
45 H -0.8816 -2.7670 -2.4897
46 H -1.8665 0.2617 -2.7858
47 H -3.0193 0.0951 -1.4591
48 H -2.6114 -2.0361 -3.6196
49 H -3.8764 -0.8245 -3.5704
50 H -3.8191 -2.0624 -2.3295
51 H -2.2476 -2.9193 -0.7825
52 H -2.8437 -1.4800 0.0730
53 H -0.2112 -2.9450 0.6205
54 H -1.6514 -2.8276 1.6439
55 H 0.2953 0.5068 6.3724
56 C 6.0317 0.6998 1.4403
57 C 5.2226 0.7155 2.7376
58 N 4.8722 -0.6427 3.1476
59 C 5.6757 -1.2116 4.2261
60 C 5.2047 -0.7440 5.6035
61 C 3.9004 -1.3028 2.5527
62 C 3.6065 -2.7274 2.8690
63 N 3.1175 -0.7318 1.6414
64 H 6.2538 1.7151 1.1251
65 H 5.4994 0.2067 0.6283
66 H 6.9745 0.1781 1.5868
67 H 4.3170 1.3215 2.6349
68 H 5.8144 1.1625 3.5355
69 H 6.7087 -0.8946 4.0652
70 H 5.6469 -2.2991 4.1765
71 H 5.2596 0.3392 5.6965
72 H 5.8476 -1.1806 6.3645
73 H 4.1834 -1.0656 5.8003
74 H 4.4395 -3.3681 2.5814
75 H 2.7249 -3.0477 2.3212
76 H 3.4262 -2.8796 3.9283
77 H 3.2980 0.2280 1.3662

Forces on the atoms, in the same order (eV/Å):
Tc 0.996 -0.415 -0.284
C -0.153 0.281 0.015
S 0.148 -0.117 0.028
C -0.247 1.389 -0.549
S 0.162 0.598 1.610
N 2.773 -1.669 -1.001
N -2.926 1.188 1.344
C 0.681 -0.375 -0.286
C -0.323 0.313 -0.048
C 0.013 -0.297 0.175
C -0.027 -0.144 -0.050
C 0.349 -0.216 0.025
C -0.965 0.395 0.072
N 0.537 0.019 -0.168
H 0.039 0.021 -0.041
H 0.046 -0.118 0.033
H 0.091 -0.088 -0.082
H 0.082 -0.009 -0.069
H 0.045 0.038 -0.059
H 0.003 0.156 -0.067
H -0.111 0.014 0.073
H 0.031 -0.006 0.025
C -0.103 -0.067 0.186
C 0.350 0.040 -0.297
N 0.086 0.160 0.289
C -0.338 0.172 -0.372
C 0.152 0.114 0.167
C 0.049 -0.423 0.431
C -0.345 -0.312 -0.409
N -0.937 0.049 -0.777
C 0.469 0.502 1.742
C -0.138 -0.462 0.114
F -0.058 0.019 0.350
C 0.092 -0.176 -0.183
F -0.024 -0.006 -0.090
C -0.080 -0.215 -0.280
C 0.103 0.284 -0.082
F -0.064 -0.038 -0.094
C 0.097 0.187 -0.351
F 0.013 0.117 0.102
H 0.074 -0.031 -0.030
H 0.011 -0.008 -0.034
H -0.045 0.012 -0.123
H -0.141 -0.095 0.002
H 0.059 0.008 0.122
H -0.042 0.003 0.159
H 0.177 0.033 0.024
H 0.027 -0.064 -0.092
H -0.048 0.018 -0.026
H -0.046 -0.078 0.023
H -0.073 0.052 -0.021
H 0.092 -0.052 -0.056
H -0.152 -0.087 0.031
H 0.089 0.071 -0.126
H 0.054 0.053 0.107
C -0.067 0.035 0.120
C 0.172 0.376 -0.445
N -0.691 -0.181 -0.397
C 0.115 -0.215 0.728
C 0.081 -0.084 -0.222
C 0.540 -0.410 0.342
C 0.021 -0.247 0.002
N -0.688 0.075 -1.550
H 0.040 0.110 0.015
H -0.031 -0.046 -0.045
H 0.069 -0.039 0.008
H 0.059 -0.001 0.145
H -0.151 -0.043 0.026
H -0.086 -0.089 -0.130
H 0.074 0.104 -0.112
H -0.029 0.039 0.022
H 0.027 0.011 0.043
H -0.078 0.008 0.001
H 0.067 0.002 -0.026
H 0.023 -0.081 0.129
H -0.018 0.078 0.160
H -0.053 -0.137 0.086

=====

Respective E values: -2732.389504, -2672.254824 hartree.